# C58H142FN10O14Y

A molecular structure, C58H142FN10O14Y at a distorted geometry (ωB97M-V/def2-TZVPD, the Open Molecules 2025 dataset).

```
226
Properties=species:S:1:pos:R:3:lowdin_charge:R:1
Y 4.61109 -1.98478 -2.26030 1.315
C -1.49721 -2.39796 0.57275 -0.035
C -1.55822 -0.82898 0.83896 -0.429
C -2.35109 -0.54347 2.13578 -0.159
C -2.21309 0.88249 2.67069 -0.177
C -0.70457 1.16364 2.65350 -0.154
C 0.07296 1.03772 1.31606 -0.488
N -0.09798 -0.37313 0.82664 -0.032
O 0.83108 -0.74500 -0.30215 -0.181
C 1.52645 1.32348 1.72444 -0.041
C -0.45278 2.16969 0.39244 -0.030
C -2.36926 -0.21900 -0.31112 -0.057
H -1.55219 -2.62329 -0.49228 0.067
H -2.18866 -3.10023 1.03837 0.072
H -0.53158 -2.81942 0.85210 0.068
H -2.30239 -1.34244 2.87563 0.112
H -3.41788 -0.65916 1.94431 0.113
H -2.64869 0.98561 3.66453 0.112
H -2.82143 1.50088 2.01068 0.092
H -0.25616 0.40615 3.29633 0.114
H -0.56809 2.12599 3.14680 0.121
H 1.77247 2.38098 1.82069 0.081
H 2.11583 1.01477 0.86106 0.070
H 1.86212 0.74563 2.58556 0.087
H -1.51489 2.37294 0.52923 0.056
H -0.30955 1.86441 -0.64409 0.080
H 0.00861 3.15147 0.49893 0.079
H -1.79994 -0.19780 -1.24038 0.086
H -2.77082 0.76678 -0.07643 0.061
H -3.29052 -0.73086 -0.58930 0.084
C 4.13209 -3.21242 -8.38197 -0.048
C 3.26639 -2.01975 -8.70173 -0.428
C 2.18650 -2.39848 -9.75141 -0.146
C 0.89452 -1.63031 -9.82495 -0.201
C 0.37179 -1.39456 -8.42937 -0.188
C 1.35337 -0.69347 -7.49458 -0.464
N 2.56453 -1.56961 -7.37857 -0.080
O 3.37550 -1.13754 -6.34084 -0.178
C 0.50821 -0.68796 -6.17721 -0.044
C 1.54664 0.76397 -8.05915 -0.019
C 4.17515 -0.82234 -9.25417 -0.009
H 5.12738 -2.84474 -8.13233 0.073
H 4.31329 -3.73988 -9.31848 0.085
H 3.74500 -3.90967 -7.63894 0.089
H 1.86615 -3.39706 -9.45424 0.115
H 2.64042 -2.49709 -10.73748 0.120
H 0.14032 -2.20902 -10.35822 0.115
H 0.98348 -0.68637 -10.36269 0.102
H 0.14965 -2.39853 -8.06770 0.120
H -0.56499 -0.83766 -8.44949 0.123
H 0.26680 -1.68901 -5.81983 0.076
H -0.46702 -0.23133 -6.34608 0.077
H 0.95424 -0.13012 -5.35382 0.075
H 1.64891 0.77275 -9.14431 0.060
H 2.43683 1.20207 -7.60780 0.078
H 0.70706 1.42519 -7.84468 0.084
H 4.42488 -0.94681 -10.30785 0.081
H 5.06455 -0.72559 -8.63151 0.069
H 3.73752 0.16851 -9.13250 0.052
F 5.86322 -1.71694 0.96211 -0.842
C -3.64004 5.54472 10.07553 -0.056
C -2.59871 5.43343 8.88344 -0.425
C -1.24113 4.73575 9.21610 -0.194
O -0.43977 4.45394 8.05712 -0.213
C 0.12661 5.58373 7.34420 -0.079
N -3.24424 4.53883 7.96330 0.010
H -3.10009 6.23969 10.71863 0.065
H -3.88366 4.58854 10.53863 0.072
H -4.53016 6.03024 9.67547 0.071
H -2.48744 6.44656 8.49706 0.131
H -1.48308 3.78242 9.68590 0.124
H -0.73776 5.34853 9.96392 0.113
H -0.52484 5.88059 6.52226 0.082
H 0.98395 5.18029 6.80540 0.082
H 0.46632 6.37675 8.01040 0.089
H -3.49907 3.61442 8.28052 0.076
H -2.47508 4.35189 7.33598 0.051
C 5.41442 7.86231 2.54060 -0.048
C 6.49534 8.55751 3.44296 -0.414
C 6.71733 8.11039 4.91971 -0.169
O 7.77567 8.90641 5.51012 -0.180
C 7.48923 9.66856 6.62271 -0.148
N 7.79885 8.28073 2.85683 0.016
H 4.65302 8.60901 2.31518 0.062
H 4.91349 7.10979 3.14960 0.061
H 5.61856 7.31202 1.62211 0.070
H 6.30516 9.62750 3.52701 0.122
H 6.93838 7.04572 4.84406 0.123
H 5.74580 8.16374 5.41101 0.119
H 7.07925 9.18809 7.51105 0.086
H 6.86970 10.55428 6.48206 0.082
H 8.42825 10.13352 6.92298 0.088
H 7.96682 8.76171 1.98474 0.071
H 8.45755 8.69199 3.50265 0.058
C 1.18911 -7.01267 -2.19892 -0.064
C 1.33287 -6.34492 -3.56734 -0.403
C 0.08381 -6.68727 -4.42665 -0.231
O -1.00989 -5.91664 -4.01663 -0.189
C -2.09288 -5.88998 -4.98279 -0.080
N 1.50507 -4.86689 -3.59650 0.032
H 1.20609 -8.09831 -2.29483 0.071
H 0.30857 -6.73279 -1.62062 0.082
H 2.11154 -6.88787 -1.63178 0.074
H 2.27273 -6.68116 -4.00518 0.131
H -0.08319 -7.75278 -4.26888 0.118
H 0.26286 -6.50530 -5.48634 0.116
H -1.77462 -5.66157 -5.99996 0.078
H -2.88516 -5.14407 -4.91947 0.083
H -2.62415 -6.84160 -4.99909 0.085
H 0.56927 -4.57050 -3.35874 0.052
H 1.46073 -4.65208 -4.58240 0.054
C 2.03248 -5.86728 4.22151 -0.102
C 2.42191 -4.48431 4.16661 -0.452
C 1.51446 -3.47330 4.89860 -0.234
O 1.59109 -3.60250 6.23851 -0.194
C 0.49098 -3.10933 6.97097 -0.093
N 3.81598 -4.36995 4.65207 0.069
H 1.60255 -6.13459 5.18681 0.089
H 2.70026 -6.71632 4.07557 0.087
H 1.36422 -6.00522 3.37151 0.082
H 2.52925 -4.21839 3.11501 0.134
H 0.45442 -3.61755 4.68979 0.121
H 1.82826 -2.45411 4.67305 0.134
H 0.54672 -3.30081 8.04257 0.090
H -0.48084 -3.48300 6.64839 0.084
H 0.42963 -2.02990 6.83253 0.086
H 3.75124 -5.17961 5.25237 0.051
H 3.55579 -3.72649 5.38579 0.048
C -8.62094 0.86325 -1.75947 -0.078
C -8.38044 2.39786 -1.74514 -0.370
C -9.69147 3.19480 -1.92011 -0.240
O -9.91858 3.57219 -3.20897 -0.168
C -9.51985 4.86579 -3.58943 -0.104
N -7.86900 2.66680 -0.34256 0.022
H -8.97759 0.60059 -2.75542 0.073
H -9.39502 0.58945 -1.04258 0.074
H -7.66879 0.37262 -1.55750 0.067
H -7.60867 2.56948 -2.49548 0.128
H -9.65682 4.00239 -1.18888 0.110
H -10.60903 2.67624 -1.64213 0.132
H -9.73398 5.67976 -2.89682 0.084
H -10.22821 5.11405 -4.37980 0.088
H -8.47493 4.93708 -3.89136 0.086
H -8.01103 3.64345 -0.12789 0.038
H -6.88769 2.47755 -0.19657 0.057
C -9.56799 6.79034 5.17688 -0.126
O -8.59601 7.21856 4.26441 -0.169
C -7.70532 6.19840 3.96435 -0.249
C -6.61524 6.67121 2.95099 -0.174
N -7.28164 7.02268 1.69210 -0.080
C -6.43874 7.64795 0.67214 -0.208
C -5.41024 6.75816 -0.00212 -0.215
O -4.64980 7.45064 -1.02180 -0.176
C -3.73578 6.56391 -1.59418 -0.147
H -10.04755 5.85447 4.89008 0.085
H -10.37001 7.46611 5.47386 0.088
H -9.13102 6.53734 6.14288 0.083
H -8.21236 5.32699 3.55002 0.120
H -7.19653 5.86274 4.86799 0.120
H -5.91063 5.87313 2.71709 0.115
H -6.23240 7.58004 3.41527 0.116
H -8.19479 7.44593 1.77639 0.106
H -5.96500 8.52927 1.10452 0.117
H -7.09229 7.97112 -0.13812 0.119
H -5.83242 5.89310 -0.51352 0.113
H -4.77786 6.39091 0.80616 0.110
H -4.04984 5.55231 -1.85136 0.083
H -2.84326 6.43736 -0.98141 0.083
H -3.43583 7.10449 -2.49190 0.090
C 7.08903 4.44372 -5.35977 -0.077
O 7.13422 4.16628 -3.93209 -0.226
C 5.87591 3.94564 -3.36082 -0.228
C 5.45247 2.49434 -3.56476 -0.187
N 6.03421 1.55753 -2.53190 -0.035
C 7.57799 1.48156 -2.65625 -0.170
C 8.15146 0.78457 -3.87278 -0.256
O 7.62400 -0.50576 -4.01574 -0.277
C 8.33122 -1.21872 -5.03972 -0.100
H 6.82247 3.52958 -5.89023 0.076
H 8.07906 4.65105 -5.76592 0.082
H 6.57613 5.37607 -5.59592 0.087
H 5.32310 4.81150 -3.72522 0.120
H 6.06461 4.11880 -2.30134 0.123
H 5.71271 2.17968 -4.57539 0.101
H 4.36270 2.48382 -3.58421 0.109
H 5.88407 1.99443 -1.63375 0.088
H 7.93131 0.90820 -1.79920 0.118
H 8.15349 2.40204 -2.55825 0.109
H 9.22150 0.71201 -3.67823 0.129
H 7.93264 1.33881 -4.78549 0.114
H 7.79865 -2.16939 -5.01330 0.077
H 9.36087 -1.44161 -4.76003 0.088
H 8.31325 -0.78880 -6.04119 0.089
C -2.84617 -13.84918 -3.75788 -0.124
O -2.67564 -14.11793 -2.38776 -0.209
C -1.31129 -14.01592 -1.87292 -0.166
C -1.05060 -12.60708 -1.28273 -0.205
N -1.47563 -12.41979 0.13297 -0.054
C -1.44507 -11.00747 0.47805 -0.210
C -2.74128 -10.21804 0.09908 -0.192
O -3.83483 -11.16981 0.20871 -0.234
C -5.12979 -10.73950 -0.29212 -0.062
H -2.03204 -14.33691 -4.29398 0.079
H -2.72198 -12.77415 -3.88822 0.075
H -3.80550 -14.12817 -4.19370 0.086
H -0.55661 -14.30423 -2.60465 0.112
H -1.24834 -14.67955 -1.01051 0.118
H -1.50008 -11.85081 -1.92624 0.104
H 0.02016 -12.43441 -1.39124 0.109
H -2.43851 -12.72466 0.13357 0.090
H -0.56019 -10.47654 0.12705 0.114
H -1.41704 -11.02590 1.56754 0.105
H -2.50443 -9.80742 -0.88245 0.103
H -2.90151 -9.37706 0.77374 0.114
H -4.84969 -10.24099 -1.22008 0.077
H -5.50504 -9.96914 0.38157 0.081
H -5.75761 -11.61965 -0.43100 0.090
C 4.34833 1.63463 8.47269 -0.078
C 4.69806 0.28726 9.08756 -0.374
O 5.94548 -0.18384 8.77476 -0.064
H 3.27057 1.48059 8.41974 0.063
H 4.65866 1.67873 7.42873 0.079
H 4.58976 2.53677 9.03479 0.068
H 3.98455 -0.44388 8.70750 0.107
H 4.62598 0.17524 10.16939 0.111
H 6.56847 0.27397 9.34387 0.087
```

Values from the calculation:
* E_LUMO: -3.6 eV
* total charge: 0
* relative energy (zero: lowest compared OMol25 entry of this formula, charge and spin): 1906.8 kJ/mol
* orbital gap: 2.1 eV